(1)
Below is one molecule with the formula C5H4O2, with properties calculated with ωB97M-V with the def2-TZVPD basis set.

```
11
Properties=species:S:1:pos:R:3:forces:R:3
O 1.0448 -2.6282 0.7153 0.29 -1.18 -0.22
C 0.3716 -1.5705 0.2923 -1.57 0.81 -1.25
C 0.2222 -0.3394 0.8661 0.78 -2.08 -1.22
C -0.6997 0.4156 0.1640 -1.26 -0.80 -1.47
C -1.0181 -0.4162 -0.8700 -1.55 0.91 1.67
O -0.3754 -1.5757 -0.9392 1.06 -1.04 0.93
C -1.0040 0.9678 -1.2432 -2.18 1.66 0.26
H 0.6276 -3.5222 0.6952 -0.04 1.32 -0.24
H 0.8362 -0.1842 1.6465 1.56 1.19 2.96
H -1.9673 1.6593 -1.1999 1.99 -1.83 -0.71
H -0.2445 1.2498 -1.9203 0.93 1.03 -0.71
```
Positions in Å, forces in eV/Å.

Values from the calculation:
SMILES string: Oc1cc2c(o1)C2
HOMO: -8.33 eV
HOMO-LUMO gap: 0.3260 Eh

(2)
Below is C7H4BrCl4InNO3 as an isolated structure, with properties calculated with ωB97M-V with the def2-TZVPD basis set.

```
21
Properties=species:S:1:pos:R:3:forces:R:3
In 0.3036 0.1252 1.3400 0.08 0.04 0.10
O -3.0120 -4.5124 -1.2309 0.00 0.00 0.01
C -2.3797 -3.4939 -0.6694 -0.01 -0.01 -0.05
C -3.0274 -2.3853 -0.1130 -0.03 0.01 0.01
C -2.2674 -1.3886 0.4373 0.06 -0.02 -0.01
N -0.9198 -1.4358 0.4504 -0.10 0.06 0.02
C -0.3131 -2.5098 -0.0750 -0.09 -0.03 -0.02
Br 1.5548 -2.4719 0.0602 0.15 0.05 0.02
C -0.9818 -3.5573 -0.6436 0.03 0.00 0.01
H -3.9724 -4.4049 -1.2150 0.00 0.00 0.00
H -4.1060 -2.3078 -0.1077 0.00 0.00 0.01
H -2.7236 -0.5197 0.8935 -0.01 0.00 0.00
H -0.4652 -4.4117 -1.0545 0.00 0.00 0.00
Cl 2.9433 1.5025 -2.3817 0.01 -0.01 -0.01
C 2.8067 2.3976 -0.8527 -0.02 -0.02 0.00
Cl 2.0755 3.9734 -1.1120 -0.01 0.01 -0.01
Cl 4.3785 2.5624 -0.0973 -0.01 0.00 0.00
C 1.8697 1.5368 0.0040 0.14 0.23 -0.24
O 0.6278 1.5460 -0.2312 -0.25 0.03 -0.04
O 2.3301 0.7931 0.9039 -0.03 -0.32 0.33
Cl -0.6461 0.5134 3.3796 0.08 -0.03 -0.14
```
Positions in Å, forces in eV/Å.

Values from the calculation:
total charge: +1
HOMO: -13.82 eV
HOMO-LUMO gap: 0.3529 Eh

(3)
Below is C30H29AsF2N7S2Sn as an isolated structure, with properties calculated with ωB97M-V with the def2-TZVPD basis set.

```
72
Properties=species:S:1:pos:R:3:forces:R:3
Sn -1.1742 -0.9754 0.6421 0.12 -0.14 -0.04
C 3.0470 -0.1857 0.2681 0.11 0.17 0.00
N 1.9159 -0.2191 -0.6117 -0.11 -0.23 -0.03
C 2.1335 -0.7923 -1.9222 0.00 0.10 0.10
C 2.4966 -2.2338 -1.7641 0.07 -0.02 -0.11
N 3.5166 -2.8294 -2.3216 -0.04 -0.15 0.07
C 3.4835 -4.1234 -1.8069 -0.03 0.13 -0.08
C 4.3282 -5.2037 -2.0493 -0.01 -0.03 0.02
C 4.0732 -6.3880 -1.3828 -0.01 0.02 0.00
C 2.9954 -6.5056 -0.4913 0.01 -0.02 -0.01
C 2.1413 -5.4470 -0.2452 0.02 0.03 0.04
C 2.4082 -4.2571 -0.9137 -0.04 -0.11 -0.08
N 1.7766 -3.0356 -0.9304 0.05 0.18 0.24
C 2.7027 -0.4819 1.6997 0.05 0.04 0.05
N 1.6718 -1.1299 2.1575 0.04 -0.03 -0.10
C 1.8352 -1.1468 3.5398 -0.02 -0.01 0.03
C 1.0114 -1.6790 4.5286 0.01 -0.01 -0.01
C 1.4113 -1.5379 5.8443 -0.01 0.00 0.00
C 2.6023 -0.8803 6.1823 0.00 0.00 0.00
C 3.4277 -0.3391 5.2131 0.00 -0.01 0.00
C 3.0171 -0.4854 3.8942 -0.01 0.00 0.00
N 3.5555 -0.0704 2.6920 -0.02 -0.01 -0.01
H 3.5926 0.7724 0.2529 -0.03 0.00 -0.04
H 3.7696 -0.9365 -0.0702 -0.02 -0.04 0.06
H 1.3328 0.6030 -0.5971 0.01 0.04 0.03
H 2.9275 -0.3148 -2.5104 -0.01 0.00 -0.03
H 1.1940 -0.7057 -2.4743 0.02 0.01 -0.02
H 5.1545 -5.1070 -2.7416 0.00 0.00 0.00
H 4.7136 -7.2449 -1.5491 0.00 0.00 0.00
H 2.8282 -7.4490 0.0126 0.00 0.00 0.00
H 1.3079 -5.5365 0.4393 0.00 -0.01 0.00
H 1.0692 -2.6773 -0.2937 -0.02 -0.08 -0.10
H 0.0793 -2.1619 4.2678 0.01 0.00 0.01
H 0.7857 -1.9333 6.6338 0.00 0.00 0.00
H 2.8775 -0.7868 7.2250 0.00 0.00 0.00
H 4.3428 0.1766 5.4753 0.00 0.00 0.00
H 4.3828 0.4824 2.5598 0.00 0.00 0.00
S -3.5134 -0.1531 0.0373 -0.03 0.04 -0.06
C -4.1868 0.0663 1.6337 -0.08 0.14 -0.15
C -5.3361 0.9227 1.6907 -0.04 -0.04 0.01
N -6.2655 1.6023 1.6853 0.02 0.02 0.00
C -3.7216 -0.5212 2.7571 0.03 -0.11 0.18
S -2.3575 -1.6105 2.8330 0.03 0.03 0.00
C -4.3916 -0.2897 4.0053 0.02 0.07 0.00
N -4.9029 -0.1101 5.0207 -0.01 -0.04 0.00
F -1.5711 1.8883 1.8145 0.03 -0.02 -0.02
C -0.5560 0.9636 1.6618 -0.12 0.02 0.04
F 0.4669 1.6762 1.0035 0.03 0.05 0.00
H -0.1695 0.7671 2.6667 0.00 0.01 0.00
C -2.4380 1.0150 -3.3253 0.01 -0.02 0.00
As -1.0902 1.5371 -2.0054 -0.03 0.04 0.01
C 0.0631 2.5243 -3.2556 0.00 -0.01 -0.02
C -1.9852 3.0858 -1.1469 0.01 -0.02 0.00
C -2.8478 3.8975 -2.0531 0.00 0.02 -0.01
C -2.3387 4.9663 -2.7895 0.01 -0.01 0.00
C -3.1483 5.6875 -3.6563 0.00 0.00 -0.01
C -4.4873 5.3543 -3.8001 0.00 0.00 0.00
C -5.0099 4.2993 -3.0628 0.00 0.00 0.00
C -4.1990 3.5800 -2.1994 0.00 -0.01 0.01
H -2.7463 1.8645 -3.9343 0.00 0.00 0.00
H -3.3051 0.5974 -2.8161 0.00 0.00 0.01
H -2.0026 0.2452 -3.9637 -0.01 0.00 0.00
H -0.5181 3.2270 -3.8537 0.01 0.00 0.00
H 0.5501 1.8104 -3.9212 0.00 0.00 0.00
H 0.8340 3.0641 -2.7047 0.00 0.00 0.01
H -1.1779 3.6741 -0.7080 0.00 0.01 0.00
H -2.5643 2.6597 -0.3303 0.01 -0.02 0.02
H -1.2964 5.2411 -2.6717 0.00 0.00 0.00
H -2.7324 6.5166 -4.2160 0.00 0.00 0.00
H -5.1212 5.9175 -4.4733 0.00 0.00 0.00
H -6.0567 4.0381 -3.1559 0.00 0.00 0.00
H -4.6113 2.7616 -1.6192 0.00 0.00 0.00
```
Positions in Å, forces in eV/Å.

Values from the calculation:
total charge: -1
HOMO: -4.87 eV
HOMO-LUMO gap: 0.2632 Eh

(4)
Below is C10H16CoN2PSe as an isolated structure, with properties calculated with ωB97M-V with the def2-TZVPD basis set.

```
31
Properties=species:S:1:pos:R:3:forces:R:3
C 2.5890 2.3184 -0.6632 2.32 -1.67 -0.23
C 3.6693 1.4747 -1.0695 -2.06 1.42 1.97
C 3.4570 1.1392 -2.4371 -0.33 0.94 -0.91
C 2.3587 1.8904 -2.9472 -0.51 -0.14 1.14
C 1.7590 2.5588 -1.8315 0.97 -0.93 -2.04
Co -0.6391 0.1740 0.4691 0.57 2.89 0.30
P -0.5826 1.8092 1.8200 -0.67 0.82 1.18
H 2.4103 2.6919 0.3447 0.10 -0.06 -0.37
H 4.4740 1.0905 -0.4388 -0.42 0.20 -0.22
H 4.1057 0.4667 -2.9924 -0.26 0.14 -0.02
H 0.8378 3.1238 -1.8888 0.13 0.02 0.16
H 1.9983 1.8483 -3.9772 0.03 0.07 0.55
H -1.2193 3.0362 1.4467 0.38 -0.36 0.34
H 0.6386 2.2581 2.4358 -0.39 0.05 -0.12
H -1.3172 1.4935 3.0055 0.37 0.55 -0.22
C 0.6134 -1.9388 1.7999 -0.22 -0.20 0.12
N -0.7309 -1.8765 1.2640 1.89 -0.76 0.54
C -1.8640 -2.2108 1.9570 -1.68 -0.22 -0.09
C -2.9291 -2.0087 1.1180 0.80 -0.25 0.65
N -2.4228 -1.5444 -0.0738 -1.62 -1.05 -0.76
C -3.1986 -1.2474 -1.2402 -0.28 0.08 -0.02
C -1.0344 -1.5592 -0.0737 -0.20 -0.54 -0.88
Se 0.1535 -0.8509 -1.3697 0.73 -1.07 -1.24
H 1.3145 -1.9584 0.9619 -0.05 -0.06 0.22
H 0.7096 -2.8370 2.4188 0.19 0.11 -0.05
H 0.7969 -1.0369 2.4044 0.26 -0.32 0.07
H -1.7838 -2.6394 2.9477 -0.24 0.18 -0.18
H -3.9934 -2.1926 1.2189 0.35 0.07 0.21
H -3.8077 -2.1038 -1.5526 0.09 0.10 0.00
H -3.8542 -0.3990 -1.0167 -0.05 0.02 -0.21
H -2.5084 -0.9701 -2.0402 -0.21 -0.05 0.08
```
Positions in Å, forces in eV/Å.

Values from the calculation:
⟨S²⟩: 6.036
HOMO (alpha / beta): -3.54 / -7.18 eV
HOMO-LUMO gap (alpha / beta): 0.1536 / 0.2067 Eh
2S+1: 5